Entry 1:
The following is a DFT calculation (the ωB97M-V functional and the def2-TZVPD basis) of one molecule with the formula C23H27FN2O4.

The molar mass comes out at 414.5 g mol⁻¹. The structure (SMILES) is COc1ccc(C(=O)NCCc2ccccc2F)cc1OC1CCN(C(C)=O)CC1. For the HOMO-LUMO gap, the calculation gives 8.866 eV. The lowest unoccupied orbital energy is 0.70 eV. Its spin multiplicity is 1. For the max |F|, the calculation gives 0.5 eV/Å. As for the total charge: 0. The HOMO energy is -8.166 eV.

Each line ends with the natural charge from an NBO analysis.
Cartesian coordinates (Å):
C (-5.98702, -0.88186, 0.77066)  -0.251
O (-4.75761, -0.27794, 0.45335)  -0.481
C (-3.66438, -1.07364, 0.31142)  0.261
C (-3.65488, -2.45221, 0.44511)  -0.296
C (-2.47670, -3.16545, 0.29171)  -0.167
C (-1.30015, -2.51497, -0.03650)  -0.148
C (-0.05865, -3.32262, -0.19747)  0.673
O (0.20075, -4.27987, 0.50642)  -0.623
N (0.74234, -2.93008, -1.21843)  -0.620
C (2.01457, -3.55345, -1.48227)  -0.217
C (3.16627, -2.53970, -1.40722)  -0.430
C (3.17126, -1.84319, -0.07707)  -0.107
C (3.72730, -2.43234, 1.05100)  -0.179
C (3.69719, -1.79387, 2.27756)  -0.219
C (3.11559, -0.54336, 2.40108)  -0.180
C (2.54960, 0.06849, 1.29668)  -0.306
C (2.58084, -0.59869, 0.08863)  0.444
F (2.00276, -0.00086, -0.99465)  -0.366
C (-1.29800, -1.12575, -0.17286)  -0.302
C (-2.45648, -0.39690, 0.01850)  0.338
O (-2.55929, 0.95802, -0.05342)  -0.503
C (-1.39625, 1.76388, -0.00282)  0.100
C (-0.84646, 2.05870, -1.41303)  -0.446
C (-0.20787, 3.45764, -1.45460)  -0.213
N (0.41050, 3.75049, -0.18451)  -0.445
C (1.71337, 3.54300, 0.12935)  0.688
C (2.66311, 3.29679, -1.02179)  -0.721
O (2.10259, 3.58629, 1.28296)  -0.643
C (-0.54837, 3.94187, 0.89149)  -0.229
C (-1.79209, 3.07627, 0.67824)  -0.419
H (-5.94306, -1.40651, 1.73072)  0.177
H (-6.30711, -1.57996, -0.00996)  0.176
H (-6.70488, -0.06603, 0.83934)  0.201
H (-4.56133, -2.98465, 0.68395)  0.222
H (-2.46625, -4.23650, 0.41769)  0.231
H (0.47957, -2.13837, -1.78292)  0.397
H (2.00541, -4.02398, -2.47244)  0.193
H (2.13541, -4.32723, -0.72007)  0.238
H (3.05475, -1.80810, -2.21051)  0.215
H (4.10746, -3.07160, -1.55278)  0.223
H (4.18780, -3.40444, 0.95811)  0.213
H (4.13340, -2.27294, 3.14067)  0.217
H (3.10074, -0.03753, 3.35358)  0.220
H (2.10881, 1.05036, 1.36687)  0.243
H (-0.37470, -0.61648, -0.39461)  0.224
H (-0.62817, 1.27386, 0.61147)  0.182
H (-0.10901, 1.30610, -1.69199)  0.213
H (-1.67161, 2.00657, -2.12454)  0.224
H (-0.97474, 4.21769, -1.63169)  0.198
H (0.51810, 3.52023, -2.26261)  0.220
H (2.41994, 2.36970, -1.53333)  0.234
H (2.62848, 4.11964, -1.73193)  0.225
H (3.66828, 3.22107, -0.61549)  0.245
H (-0.82755, 5.00058, 0.94547)  0.197
H (-0.03893, 3.67578, 1.82112)  0.243
H (-2.26484, 2.85763, 1.63509)  0.231
H (-2.52978, 3.58041, 0.05331)  0.203

=====

Entry 2:
The following is a DFT calculation (the ωB97M-V functional and the def2-TZVPD basis) of an isolated ion of composition CH3N2O and charge +1.

The molar mass comes out at 59.0 g mol⁻¹. The structure (SMILES) is N#[N+]CO. For the HOMO-LUMO gap, the calculation gives 11.825 eV. The lowest unoccupied orbital energy is -6.29 eV. Its spin multiplicity is 1. For the max |F|, the calculation gives 5.0 eV/Å. As for the total charge: +1. The HOMO energy is -18.116 eV.

Each line ends with the natural charge from an NBO analysis.
Cartesian coordinates (Å):
N (-2.23108, 0.23647, 0.12616)  0.408
N (-1.14769, 0.28019, 0.11274)  0.136
C (0.29478, 0.31452, 0.08832)  0.038
O (0.89439, -0.93534, 0.25806)  -0.631
H (0.53172, 0.81430, 0.94492)  0.261
H (0.51542, 0.68188, -0.92893)  0.267
H (1.14246, -1.39203, -0.60127)  0.522

=====

Entry 3:
The following is a DFT calculation (the ωB97M-V functional and the def2-TZVPD basis) of C19H28BN7ReSi as an isolated structure.

The molar mass comes out at 579.6 g mol⁻¹. For the HOMO-LUMO gap (spin up / spin down), the calculation gives 5.465 / 4.102 eV. The lowest unoccupied orbital energy (spin up / spin down) is -7.88 / -9.25 eV. Its spin multiplicity is 4. For the max |F|, the calculation gives 7.2 eV/Å. Its expectation value of S² is 3.845. As for the total charge: +2. The HOMO energy (spin up / spin down) is -13.349 / -13.351 eV.

Each line ends with the Löwdin spin population.
Cartesian coordinates (Å):
H (-0.25669, 3.19708, 0.09847)  0.002
N (-0.40521, 1.51841, -1.22937)  0.075
B (-0.85893, 0.09119, -3.38535)  0.002
N (-0.53819, 1.44505, -2.67421)  0.040
C (-0.13875, 2.61590, -3.14916)  0.079
Re (0.78363, 0.31469, -0.54896)  1.434
H (-0.00054, 2.72842, -4.21222)  0.005
C (0.04669, 3.51890, -2.10259)  0.024
H (0.38996, 4.54417, -2.18912)  0.000
C (-0.26304, 2.87465, -0.92912)  0.078
H (-0.74125, 0.20258, -4.53758)  0.000
C (-2.11040, -2.15603, 1.15569)  0.001
H (-2.01795, -2.45599, 2.21250)  0.000
H (-1.15534, -2.35746, 0.65088)  0.000
H (-2.89419, -2.79517, 0.71881)  0.000
N (-2.33926, -0.29276, -3.02008)  0.001
N (0.09127, -1.06930, -2.88517)  0.023
N (-2.64428, -0.42819, -1.69030)  0.006
N (0.33446, -1.33693, -1.46690)  0.057
C (-3.43839, -0.52330, -3.76365)  -0.001
C (0.95858, -1.81258, -3.59418)  0.054
H (-3.38206, -0.44933, -4.83948)  0.000
H (1.10708, -1.60697, -4.65068)  0.003
C (-4.47008, -0.83499, -2.89855)  0.002
C (1.57730, -2.74318, -2.75109)  0.014
C (-3.90556, -0.77979, -1.60186)  -0.001
C (1.04900, -2.54696, -1.47675)  0.034
H (-5.49480, -1.08288, -3.13983)  0.000
H (2.34285, -3.45796, -3.03986)  0.000
H (-4.35849, -0.99730, -0.65100)  0.000
H (1.22549, -3.10009, -0.56158)  0.001
H (-2.41710, -1.14852, 1.09313)  0.000
C (2.77034, 0.45964, -0.94683)  0.066
Si (2.36091, 0.39358, 1.20087)  0.075
C (3.11178, -1.18477, 1.69883)  0.014
C (2.69056, 2.10484, 1.73547)  0.010
N (0.51113, 0.21186, 1.46505)  0.380
C (0.05627, 0.30673, 2.80287)  0.083
C (-1.31995, 0.44187, 3.17100)  0.119
C (-1.72302, 0.45296, 4.51974)  -0.008
C (-0.77140, 0.43926, 5.55701)  0.161
C (0.59289, 0.38800, 5.22419)  0.005
C (0.99452, 0.29087, 3.89035)  0.097
H (3.71105, 0.83828, -0.55061)  0.012
H (2.38253, 1.30073, -1.59163)  0.024
H (2.93353, -0.47760, -1.47869)  0.012
H (4.18410, -0.98148, 1.62576)  0.000
H (2.78908, -1.37047, 2.72552)  0.003
H (2.82888, -2.03362, 1.06088)  0.003
H (2.08927, 2.85066, 1.19520)  0.000
H (2.44782, 2.12864, 2.80076)  0.001
H (3.75719, 2.23726, 1.53356)  0.001
H (-2.05045, 0.53925, 2.35943)  0.003
H (-2.78946, 0.46273, 4.78306)  -0.002
H (-1.06762, 0.49071, 6.60539)  0.007
H (1.36394, 0.40426, 6.00853)  -0.002
H (2.07036, 0.23048, 3.66344)  0.003